ORCA calculation (ωB97M-V with the def2-TZVPD basis set) on a cluster of 2 separate species, C4H8N2O in total in a non-equilibrium geometry.

The geometry in XYZ format:
```
15
Properties=species:S:1:pos:R:3:forces:R:3
C -0.3370 -1.4221 -1.6705 -1.698 -1.284 2.573
C 0.2272 -0.6367 -0.5049 0.860 3.766 1.537
C 0.8588 0.6237 -0.6284 0.169 -0.333 -0.994
N 1.3172 1.0430 0.6224 1.051 0.572 2.936
C 0.7589 0.2041 1.5740 -0.253 -4.230 -3.242
N 0.1116 -0.8272 0.8742 0.788 0.396 0.758
H -1.1779 -2.0369 -1.2121 0.675 0.782 -0.799
H 0.3068 -2.1743 -2.0803 0.835 -0.160 -0.085
H -0.7246 -0.8326 -2.4784 -0.129 0.555 -0.176
H 0.7535 1.2976 -1.5170 0.909 -0.693 1.042
H 2.1850 1.5861 1.0343 -2.583 -0.849 -2.237
H 1.0704 -0.1108 2.6128 -0.283 1.384 -1.270
H -1.3864 0.5148 1.5500 -1.999 1.918 -0.496
H -1.8849 1.5030 0.4443 -0.241 -0.212 0.927
O -2.0786 1.2682 1.3794 1.898 -1.611 -0.474
```
Positions in Å, forces in eV/Å.

As for the total energy: -9303.7577 eV. The HOMO energy comes out at -8.91 eV. As for the energy above the lowest of the compared OMol25 structures with the same formula, charge and spin: 2.6355 eV. The strongest force on any atom is 5.3 eV/A. For the molecular weight, the calculation gives 100.12 g mol⁻¹. Its SMILES is Cc1c[nH]cn1.O.